Entry 1:
52
Properties=species:S:1:pos:R:3:mulliken_charge:R:1 method="wB97M-V/def2-TZVPD" s_squared=0.7508 total_charge=-1 homo_energy_ha="-0.1597 / -0.1597" lumo_energy_ev="1.12 / 1.11" spin_multiplicity=2 max_force_ev_per_a=2.74 de_lowest_kj_mol=0.0 molar_mass_g_mol=740.37
H 1.298 2.778 -3.578 0.431
C -0.765 1.075 4.628 -0.771
H -4.605 0.283 -2.497 0.393
C 2.680 -2.207 2.388 0.373
H 3.942 2.226 -4.388 0.342
Se 0.528 2.608 -1.244 -0.445
H 2.799 0.389 -0.244 0.268
H 3.249 0.017 -4.763 0.427
N 1.704 -3.165 2.676 -0.098
C 0.349 -2.993 2.406 0.268
N -1.542 -2.484 1.556 -0.243
C -2.837 0.819 3.453 -0.834
H -3.898 0.608 3.410 0.377
H -0.199 1.849 -3.490 0.272
C -2.832 0.801 0.891 0.742
C -4.805 1.029 -0.439 -0.401
Yb 0.229 -0.207 0.339 0.676
H -0.161 -0.205 -4.181 0.421
O 3.119 2.130 -4.905 -0.534
N 4.619 -1.372 2.271 -0.544
C -4.164 0.418 -1.507 -0.887
H -4.700 1.612 1.633 0.321
H 0.965 1.134 3.389 0.421
H 3.445 1.141 -2.155 0.421
O 2.221 -0.022 -0.928 -0.104
C -2.816 0.119 -1.329 0.090
C 0.750 -0.532 -3.676 -1.525
H 1.835 0.798 -5.501 0.399
N -1.724 -3.476 2.450 -0.643
N -2.170 0.291 -0.170 0.379
C 0.826 1.960 -3.061 -1.302
H 1.243 -1.224 -4.415 0.350
C -4.139 1.222 0.752 -0.655
H -2.732 1.003 5.606 0.361
N 3.719 -0.410 1.879 -0.599
C 1.671 0.663 -3.342 2.347
C 2.549 0.876 -4.663 -1.284
H 1.866 -3.821 3.455 0.291
N 3.972 -2.524 2.555 -0.486
N -0.741 0.827 2.252 -0.004
C -0.121 1.005 3.429 -0.029
N -0.539 -3.825 3.019 -0.465
C -2.159 0.948 4.651 -0.298
H 3.223 -0.611 -2.600 0.360
H -5.840 1.362 -0.570 0.375
Se 0.223 -1.899 -2.393 -0.401
C -2.102 0.854 2.242 0.595
H -2.207 -0.293 -2.134 0.135
N 2.468 -0.923 1.965 0.311
N -0.219 -2.126 1.538 0.341
C 2.734 0.302 -2.232 -1.303
H -0.213 1.171 5.572 0.367

=====

Entry 2:
121
Properties=species:S:1:pos:R:3:mulliken_charge:R:1 method="wB97M-V/def2-TZVPD" total_charge=0 homo_energy_ha=-0.3180 lumo_energy_ev=-1.89 smiles="CCCCCCCCCc1cc(S)c2nsnc2c1CCC(N)=O.CCOC(=O)C(F)(F)F.CCOC(=O)C(F)(F)F.CCOC(=O)C(F)(F)F.CCOC(=O)C(F)(F)F.CCOC(=O)C(F)(F)F" max_force_ev_per_a=8.25 molar_mass_g_mol=1075.95
H -5.695 0.605 -1.184 0.080
O 1.514 -1.280 2.497 -0.507
C -1.399 -1.677 -1.012 0.952
O 0.600 -1.459 4.594 -0.303
C -0.711 5.098 7.428 0.004
C 2.521 2.889 2.736 -1.020
C 1.237 -7.255 -0.368 -0.353
C 4.245 0.597 -8.502 0.369
H 1.461 -7.575 -1.392 0.346
H 1.944 3.691 4.642 -0.034
F 4.840 -6.491 1.743 -0.265
C 0.784 -0.842 3.385 0.374
H -1.314 -0.558 0.982 -0.616
H -3.625 0.367 1.174 0.470
C 1.128 -2.133 -2.339 -0.219
F 0.268 1.198 2.208 -0.227
C -3.764 -2.394 -2.432 0.046
H -4.339 3.363 -2.385 0.259
H -2.558 1.701 -0.806 0.401
C -2.122 -1.189 0.373 0.033
F -1.386 0.159 3.178 -0.254
C -1.231 -2.741 -3.665 -0.002
C -5.069 2.447 -2.508 -0.534
H -3.039 0.381 -2.066 -0.600
H -0.228 7.622 7.840 0.310
O 5.013 -0.364 -8.473 -0.519
O -6.124 -5.242 -1.397 -0.576
H -0.228 6.250 9.984 0.318
C 2.731 3.847 3.896 0.112
F 6.416 2.445 5.143 -0.237
O 2.405 -6.574 0.121 -0.318
O 5.079 4.617 2.815 -0.526
H -2.432 -2.097 1.080 0.352
H 1.525 7.452 7.770 0.305
C 2.788 -2.420 5.068 -1.168
H 3.275 -1.935 4.216 0.306
C -3.348 0.854 -1.036 0.428
H -3.444 4.073 -4.242 0.291
F 4.083 2.888 -7.779 -0.238
H -5.745 2.286 -4.683 0.351
H -7.496 -3.018 -0.649 0.317
C -4.227 -3.510 -1.322 -0.088
O 1.581 -6.740 2.257 -0.546
C 0.272 -1.626 -1.035 -0.464
H 2.806 -1.512 -9.003 0.326
F 0.082 1.236 4.379 -0.219
F -1.805 3.043 6.801 -0.253
H -0.516 2.963 -4.794 0.237
O 2.884 0.489 -8.398 -0.326
O 3.984 3.593 4.552 -0.337
C -0.693 3.808 6.612 1.241
C -2.789 3.201 -4.698 -0.424
H -2.548 3.501 -5.809 0.301
C 6.363 3.737 4.708 0.866
C 1.319 -2.687 4.789 -0.094
H 1.182 -3.355 3.930 0.240
H 1.293 -0.794 -8.453 0.316
H 2.669 4.894 3.577 0.346
H 1.539 3.042 2.281 0.318
F 7.511 3.945 4.003 -0.240
F 0.371 3.010 6.914 -0.267
H 0.820 7.670 10.139 0.365
H 0.884 -1.221 -0.095 0.142
C 4.666 2.053 -8.686 0.854
C -4.897 1.461 -1.209 -0.613
H -4.054 -3.153 -0.198 0.053
H 0.870 -3.185 5.656 0.344
C 2.369 -0.845 -8.251 -0.277
H -6.318 -1.946 -1.152 0.279
H -4.356 -1.385 -2.362 -0.269
H 3.282 3.026 1.961 0.457
C -1.325 3.024 -3.940 -0.679
H 3.495 -3.460 -2.138 0.161
F 4.014 -4.573 1.112 -0.219
C 0.034 -6.329 -0.384 -0.969
O -1.691 5.549 8.020 -0.531
C -0.054 0.430 3.287 0.906
H 2.155 -0.672 -6.108 0.268
F 6.454 4.518 5.822 -0.243
C 0.605 6.961 8.107 -0.218
H -6.167 2.909 -2.429 0.300
H -1.235 2.028 -3.322 0.072
S -0.294 -3.633 -6.007 0.180
C 2.458 -6.375 1.475 0.383
H 2.139 -2.348 -6.713 0.174
H -4.010 -2.837 -3.512 0.515
H -1.063 3.902 -3.209 0.234
H 0.253 -5.427 -0.963 0.248
H -5.409 0.580 -3.956 0.151
H 2.600 1.852 3.077 0.133
C -3.532 1.739 -4.699 -0.279
F 6.010 2.239 -8.562 -0.237
C -4.996 1.699 -3.964 -0.614
F -0.621 4.050 5.272 -0.256
H 1.513 6.056 9.846 0.299
H -3.729 1.469 -5.845 0.393
H 3.318 -3.351 5.281 0.372
C 3.755 -5.674 1.873 0.881
C 0.682 6.727 9.606 -1.095
H -5.065 2.135 -0.248 0.365
C 0.413 -2.694 -3.707 0.347
C -3.448 -0.248 0.183 -0.364
C -2.133 -2.251 -2.360 0.008
C 5.104 4.035 3.898 0.363
H -0.835 -6.830 -0.817 0.427
N 1.063 -3.196 -4.993 -0.514
H 2.898 -1.742 5.921 0.346
N -6.861 -2.805 -1.470 -0.560
H 3.656 -1.439 -6.604 0.336
O 0.511 5.716 7.396 -0.218
H -0.230 -5.999 0.627 0.321
F 4.328 2.532 -9.917 -0.245
C -5.823 -3.936 -1.410 0.281
N -1.705 -3.298 -4.994 -0.543
H -4.422 -0.878 -0.017 -0.107
H 1.047 -8.162 0.217 0.320
S 3.032 -2.126 -2.344 -0.209
H -2.817 0.890 -4.300 -0.076
H -3.518 -4.452 -1.463 0.211
F 3.754 -5.247 3.168 -0.237
C 2.590 -1.361 -6.840 -0.763

=====

Entry 3:
77
Properties=species:S:1:pos:R:3:mulliken_charge:R:1 method="wB97M-V/def2-TZVPD" total_charge=+1 homo_energy_ha=-0.4055 lumo_energy_ev=-4.08 max_force_ev_per_a=2.01 de_lowest_kj_mol=127.8 molar_mass_g_mol=638.51
H 12.640 -9.979 16.718 0.140
H 15.108 -17.253 19.485 0.274
H 13.764 -18.422 19.216 0.366
O 14.425 -12.779 14.849 -0.811
H 18.944 -17.287 15.261 0.268
H 11.131 -11.901 20.569 0.361
C 18.494 -15.574 16.449 0.718
H 20.598 -14.360 10.065 0.358
H 13.095 -15.684 16.246 -0.152
O 14.212 -9.843 18.891 -0.561
C 13.206 -16.383 12.922 0.893
H 18.232 -14.274 14.809 -0.204
H 12.379 -14.826 14.090 -0.036
H 11.435 -16.362 14.092 0.358
O 16.047 -14.203 14.180 -0.046
C 11.382 -12.005 18.447 0.636
H 19.239 -11.934 14.443 0.280
H 11.407 -15.237 12.686 0.396
C 13.617 -9.494 16.623 -0.455
H 19.155 -14.954 12.122 0.417
H 18.067 -12.125 13.171 -0.401
H 13.175 -12.618 17.396 0.005
C 14.417 -17.686 18.759 -1.112
C 18.249 -14.670 11.590 -0.555
H 19.530 -15.374 9.215 0.377
C 13.999 -15.663 11.848 -0.394
H 16.301 -10.130 16.444 0.235
C 18.877 -14.326 15.686 -0.457
H 11.771 -12.390 16.429 0.194
H 13.379 -8.437 16.762 0.393
H 14.078 -9.704 15.658 -0.140
C 19.667 -14.323 9.490 -1.399
O 17.975 -12.811 10.127 -0.513
H 17.220 -9.371 12.458 0.237
H 18.719 -13.423 16.275 0.362
C 18.560 -13.855 10.367 0.773
O 17.561 -15.591 17.206 -0.543
H 15.009 -15.490 12.225 -0.196
C 14.536 -9.946 17.740 0.741
C 11.184 -12.648 19.776 -1.233
C 18.205 -9.625 12.059 -0.823
O 15.184 -12.641 12.791 -0.737
H 15.701 -11.612 17.150 0.067
H 13.595 -14.678 11.605 0.080
C 19.319 -16.805 16.171 -1.315
O 12.774 -15.964 18.719 -0.537
H 17.764 -15.603 11.279 0.438
C 13.618 -16.580 18.114 0.548
H 14.828 -15.608 16.574 -0.129
H 19.914 -14.332 15.352 0.485
H 19.772 -13.705 8.606 0.357
H 10.217 -13.160 19.780 0.319
H 20.357 -16.559 15.955 0.383
C 15.862 -10.543 17.352 -0.836
H 16.561 -10.515 18.184 0.408
O 10.957 -10.899 18.207 -0.593
C 13.936 -16.224 16.682 -0.054
H 17.652 -11.095 14.523 -0.184
C 15.205 -13.158 13.945 0.699
Rb 12.939 -10.902 13.084 1.018
O 20.149 -9.770 13.439 -0.555
Rb 15.182 -12.397 9.882 0.953
H 19.254 -17.514 16.992 0.371
H 18.114 -10.352 11.249 0.117
H 18.685 -8.724 11.681 0.340
H 14.061 -17.121 16.069 0.473
H 15.074 -18.135 18.012 0.291
H 11.947 -13.375 20.051 0.307
H 14.034 -16.287 10.954 0.469
H 11.927 -13.873 17.416 0.439
C 12.096 -12.799 17.391 -0.454
H 15.793 -14.452 15.084 -0.187
C 19.060 -10.200 13.173 0.502
C 12.009 -15.665 13.490 -0.908
H 17.533 -14.128 12.205 -0.308
C 18.480 -11.402 13.879 0.540
O 13.559 -17.461 13.314 -0.553

=====

Entry 4:
7
Properties=species:S:1:pos:R:3:mulliken_charge:R:1 method="wB97M-V/def2-TZVPD" total_charge=0 homo_energy_ha=-0.3993 lumo_energy_ev=-0.37 smiles="O=C[C@@H](F)Cl" max_force_ev_per_a=3.05 de_lowest_kj_mol=48.3 molar_mass_g_mol=96.49
H 1.369 -0.660 1.473 0.233
H -0.358 0.616 1.429 0.221
C 0.019 0.442 0.390 0.148
C 1.255 -0.413 0.401 0.159
F 0.143 1.593 -0.241 -0.194
Cl -1.542 -0.519 -0.113 -0.184
O 2.033 -0.706 -0.444 -0.383

=====

Entry 5:
29
Properties=species:S:1:pos:R:3:mulliken_charge:R:1 method="wB97M-V/def2-TZVPD" total_charge=+1 homo_energy_ha=-0.4525 lumo_energy_ev=-3.10 max_force_ev_per_a=4.78 de_lowest_kj_mol=275.7 molar_mass_g_mol=169.25
H 0.946 1.441 2.370 0.293
H -1.958 0.305 -3.057 0.366
H 0.902 -0.281 2.879 0.278
C 3.491 -0.126 -1.512 -0.875
H 4.137 -0.084 -0.673 0.309
H 2.417 0.784 3.057 0.315
H 3.709 -1.277 -1.937 0.296
H 3.729 0.473 -2.376 0.311
H -0.322 -0.210 -2.900 0.430
C -2.052 -0.062 1.185 0.732
C -2.981 -0.295 2.285 -1.404
H -3.680 0.437 2.545 0.380
H -3.344 -1.245 1.965 0.336
C 1.509 0.491 2.471 -0.762
C 1.480 0.025 -0.011 0.557
H 3.112 0.258 1.233 0.283
N -0.267 -0.452 -0.146 -0.046
N 2.052 0.176 1.153 -0.217
N 2.081 -0.085 -1.169 -0.050
C -1.200 0.385 -1.003 0.486
H -1.371 -1.346 -2.459 0.352
H 1.392 -0.281 -2.022 0.162
H -3.375 0.098 -0.437 0.404
H -2.590 -0.562 3.220 0.424
C -2.448 0.508 -0.155 -0.842
H -0.823 1.414 -1.011 0.105
N -0.838 -0.484 1.167 -0.560
C -1.220 -0.246 -2.380 -1.465
H -2.802 1.507 -0.005 0.402

=====

Entry 6:
56
Properties=species:S:1:pos:R:3:mulliken_charge:R:1 method="wB97M-V/def2-TZVPD" total_charge=+4 homo_energy_ha=-0.7018 lumo_energy_ev=-17.39 max_force_ev_per_a=8.65 molar_mass_g_mol=622.50
O -4.193 -3.755 -0.089 -0.371
C 3.082 2.504 2.063 -0.538
O -0.988 3.793 -2.115 -0.524
H -1.865 -2.447 -0.906 0.237
H -1.412 -0.215 -2.843 0.477
C 5.708 -1.813 0.729 -1.037
H -0.240 -1.165 2.333 0.433
O 0.127 2.075 -4.331 -0.374
C -2.847 -1.991 -1.292 -0.457
H 3.211 -0.357 1.502 0.338
O 0.904 0.686 1.052 -0.292
C -0.275 0.364 -1.004 1.071
C 3.500 -0.446 0.396 -0.648
O -5.190 -1.599 -0.120 -0.248
C -2.900 -0.363 -1.178 -0.696
H -1.352 0.856 0.843 0.177
P 0.307 3.376 -1.002 0.389
H 6.334 -1.766 1.712 0.332
H -3.849 0.013 -1.742 0.557
O 2.865 0.498 -0.499 -0.187
C 0.815 1.549 -1.170 0.774
H -6.359 -2.824 1.286 0.347
H 0.988 -1.230 -0.850 0.465
H -4.114 -0.681 2.404 0.130
C 0.987 1.705 -3.496 0.684
H 2.992 3.459 -0.013 0.486
C 1.823 1.285 0.123 0.144
O 5.654 0.211 -0.862 -0.389
H 3.539 1.535 2.475 0.209
H -3.074 -0.111 -0.072 0.156
H -5.184 -1.812 3.397 0.426
C 2.683 2.578 0.651 -0.221
H -2.921 -2.278 -2.410 0.464
C -0.733 -1.190 1.279 -0.828
C 5.158 -0.340 0.364 0.422
H 2.906 3.401 2.762 0.346
C -0.414 0.237 0.599 -0.064
H 5.417 0.341 1.277 0.236
C -5.746 -1.839 1.207 -0.321
N 1.686 1.437 -2.412 -0.659
H -0.412 -2.105 0.669 0.244
H -1.866 3.532 -1.717 0.478
H -1.873 -1.235 1.461 -0.177
H -3.848 -2.579 2.342 0.285
Zr -0.208 5.956 -1.107 1.186
C -1.639 0.378 -1.865 -0.993
H 5.850 -0.488 -1.534 0.399
H 6.411 -2.216 -0.084 0.350
I -0.714 3.843 1.228 0.248
H -1.994 1.417 -2.202 0.172
H 3.274 -1.509 -0.033 0.527
O 0.381 -0.848 -1.528 -0.538
C -4.139 -2.527 -0.433 0.432
H -6.511 -0.987 1.421 0.345
H 4.872 -2.590 0.949 0.353
C -4.618 -1.723 2.384 -0.761

=====

Entry 7:
132
Properties=species:S:1:pos:R:3:mulliken_charge:R:1 method="wB97M-V/def2-TZVPD" total_charge=0 homo_energy_ha=-0.3707 lumo_energy_ev=-0.03 smiles=CC(C)O.CC(C)O.CC(C)O.CC(C)O.CC(C)O.CC(C)O.OCCO.OCCO.OCCO.OCCO.OCCO.OCCO max_force_ev_per_a=3.84 de_lowest_kj_mol=756.6 molar_mass_g_mol=732.98
H 19.830 -5.938 9.622 0.297
H 36.174 -13.659 5.963 0.232
C 33.002 -1.119 6.220 0.352
O 18.229 -6.450 11.515 -0.503
C 32.730 0.045 5.217 -1.220
H 34.922 -0.287 6.724 0.312
H 20.517 1.574 5.776 0.353
H 24.245 -4.979 19.442 0.321
H 24.853 -7.124 17.897 0.242
H 28.229 -7.933 7.045 0.357
C 21.402 -9.427 1.579 -0.273
C 27.318 -7.519 8.897 0.600
O 26.181 -6.836 8.567 -0.562
C 34.545 -1.281 6.484 -1.215
O 22.574 0.234 5.217 -0.562
H 35.148 -11.886 8.268 0.292
H 32.072 -2.261 14.466 0.262
H 22.396 -5.769 17.092 0.265
H 21.744 -6.967 10.579 0.289
C 21.301 -0.324 5.158 0.769
H 35.573 -15.674 7.215 0.340
C 35.290 -14.706 7.630 -1.239
O 23.007 -7.884 18.457 -0.550
H 24.673 1.870 11.625 0.349
H 32.806 1.096 5.496 0.360
H 19.527 0.203 6.497 0.336
C 35.994 -13.586 7.035 0.479
C 28.370 -7.142 7.782 -1.269
H 22.085 -2.171 6.053 0.292
O 25.090 -14.124 14.561 -0.521
H 35.111 -1.728 5.666 0.351
H 27.162 -7.753 11.058 0.282
H 23.928 -13.184 15.944 0.299
H 31.682 -0.085 4.946 0.291
H 23.144 -14.148 14.656 0.278
H 25.918 -6.977 7.655 0.290
C 18.562 -7.406 10.480 -0.535
C 19.942 -6.973 9.944 -0.359
O 21.841 -9.790 0.295 -0.490
H 31.213 -13.012 17.374 0.275
O 25.737 -0.085 12.341 -0.550
H 20.191 -7.419 8.981 0.343
H 22.126 -7.643 18.752 0.337
H 18.904 -6.690 12.154 0.335
H 32.184 -5.710 15.817 0.309
C 22.417 -9.964 2.649 -0.504
O 23.718 -12.397 12.608 -0.538
O 24.881 2.084 10.713 -0.504
H 22.790 -9.651 0.270 0.290
H 31.313 -10.234 18.257 0.307
C 25.905 -0.095 10.845 -0.343
C 20.502 0.552 6.156 -1.380
H 21.298 -8.354 1.738 0.252
O 32.031 -5.032 15.155 -0.502
C 23.958 -6.020 19.594 -1.111
H 35.524 -14.839 8.686 0.323
C 27.630 -7.063 10.356 -1.229
H 37.299 -13.697 8.506 0.303
C 33.524 -7.442 1.396 -0.486
H 31.866 -11.725 15.134 0.346
H 22.519 -11.005 2.343 0.295
H 20.791 -0.144 4.212 0.136
H 32.449 -1.987 5.862 0.361
H 22.830 0.790 5.956 0.316
H 24.354 -9.578 2.174 0.322
C 23.784 -12.114 14.041 -0.309
H 32.474 -8.706 0.016 0.296
H 33.518 -8.120 2.250 0.332
H 24.750 -6.558 20.116 0.273
O 31.431 -10.214 17.305 -0.538
O 32.353 -6.829 -0.686 -0.519
H 29.513 -12.737 17.665 0.312
H 23.558 -11.560 12.165 0.293
C 30.491 -12.256 17.682 -1.255
O 20.939 -7.400 10.872 -0.485
H 21.904 -9.987 3.610 0.330
H 32.387 -1.884 16.091 0.308
H 18.678 -8.465 10.707 0.257
H 30.687 -10.419 14.704 0.303
H 30.279 -12.069 14.780 0.372
H 35.833 -11.461 6.696 0.321
H 26.540 0.207 12.777 0.309
H 23.720 -5.990 16.075 0.313
H 31.452 -7.692 1.009 0.269
O 34.774 -7.584 0.791 -0.525
H 28.175 -6.201 7.268 0.313
H 29.435 -10.712 16.745 0.157
H 30.157 -3.398 15.251 0.317
C 23.908 -13.403 14.876 -0.429
C 21.343 -1.827 5.333 -1.264
C 32.684 -3.884 15.699 -0.366
H 27.084 -8.569 8.722 0.224
C 35.237 -12.202 7.229 -1.179
H 34.231 -14.699 7.370 0.313
H 23.885 -4.813 17.325 0.316
H 20.423 -9.883 1.728 0.304
C 23.484 -5.807 17.123 -1.181
H 26.131 1.520 9.286 0.307
H 34.626 -1.981 7.315 0.303
H 32.063 -7.378 -1.419 0.335
H 22.825 -11.650 14.271 0.316
H 17.764 -7.395 9.738 0.362
H 33.540 -6.363 1.550 0.298
C 31.850 -2.606 15.476 -0.413
H 25.102 -0.634 10.342 0.276
H 34.624 -6.993 0.049 0.328
H 24.567 -11.399 14.294 0.297
H 34.230 -12.168 6.815 0.348
H 23.040 -5.980 20.180 0.344
O 30.482 -2.652 15.760 -0.503
H 30.834 -11.966 18.675 0.370
H 33.648 -3.686 15.231 0.253
H 33.436 0.048 4.388 0.327
C 30.462 -11.078 16.737 0.691
O 32.285 -0.809 7.464 -0.545
H 26.949 1.840 10.741 0.274
H 21.590 -2.293 4.379 0.324
H 29.425 -7.212 8.048 0.334
H 25.125 -14.041 13.605 0.315
H 31.580 -1.460 7.483 0.321
H 20.409 -2.373 5.471 0.342
H 21.102 0.640 7.062 0.339
C 23.876 -6.781 18.237 0.430
H 33.045 -4.032 16.716 0.335
H 28.704 -7.103 10.538 0.332
O 37.304 -13.357 7.608 -0.532
H 26.838 -0.583 10.565 0.257
O 23.596 -9.187 2.613 -0.526
C 32.373 -7.701 0.426 -0.327
C 30.870 -11.314 15.298 -1.341
H 27.439 -6.034 10.661 0.329
C 26.032 1.388 10.363 -0.377